Entry 1:
DFT (ωB97M-V with the def2-TZVPD basis set) results for a molecular structure, C36H51BFeGeN9S2Se.

Geometry as XYZ:
```
102
Properties=species:S:1:pos:R:3:forces:R:3
Fe -0.075 0.109 -0.022 -1.3 -1.4 0.4
C 2.010 0.842 -3.063 0.2 -0.1 -0.1
C 3.135 1.055 -2.059 -0.2 0.0 0.2
C 3.135 2.506 -1.572 0.2 0.0 0.0
C 3.080 0.084 -0.906 -0.1 -0.1 -0.1
C 4.216 -0.492 -0.322 0.1 0.2 -0.2
C 3.737 -1.340 0.644 0.1 0.0 0.0
N 2.403 -1.270 0.642 0.0 0.1 -0.1
N 1.973 -0.399 -0.311 -0.2 0.5 -0.1
B 1.463 -2.133 1.490 0.0 0.0 0.0
N 0.512 -2.842 0.546 -0.1 -0.2 0.1
C 0.471 -4.167 0.369 0.0 0.0 0.1
C -0.418 -4.437 -0.638 -0.1 0.0 -0.1
C -0.898 -3.186 -1.046 0.0 0.2 0.0
N -0.319 -2.206 -0.316 0.1 0.3 0.0
C -1.892 -3.014 -2.162 0.2 -0.3 -0.1
C -3.100 -3.932 -1.965 0.0 0.0 0.0
C -1.213 -3.302 -3.508 -0.1 0.1 0.0
N 0.705 -1.273 2.499 -0.1 -0.3 0.2
C 0.858 -1.318 3.828 0.0 0.0 0.1
C 0.043 -0.361 4.380 -0.1 0.1 0.0
C -0.600 0.252 3.293 0.1 0.1 0.0
N -0.195 -0.325 2.146 0.6 0.4 -0.1
C -1.603 1.368 3.471 -0.1 -0.2 -0.2
C -1.919 2.166 2.210 0.2 0.1 0.2
C -2.885 0.815 4.111 0.0 0.0 0.1
H 2.185 1.435 -3.963 0.0 0.0 0.0
H 1.926 -0.211 -3.347 0.0 0.1 0.0
H 1.070 1.158 -2.623 0.0 0.1 0.0
H 4.088 0.865 -2.554 0.0 -0.1 0.0
H 2.180 2.727 -1.107 -0.1 0.0 0.0
H 3.929 2.679 -0.844 0.0 0.0 0.0
H 3.281 3.188 -2.412 0.0 0.0 0.0
H 5.243 -0.312 -0.595 -0.1 0.0 0.0
H 4.258 -1.995 1.325 -0.1 0.0 0.0
H 2.105 -2.943 2.100 0.0 0.1 0.0
H 1.075 -4.824 0.974 0.0 0.1 0.0
H -0.682 -5.406 -1.031 0.0 0.1 0.0
H -2.248 -1.999 -2.153 -0.2 0.2 0.0
H -2.795 -4.981 -1.951 0.0 0.0 0.0
H -3.615 -3.710 -1.031 0.0 0.0 0.0
H -3.808 -3.802 -2.786 0.0 0.0 0.0
H -0.799 -4.311 -3.519 0.0 0.0 0.0
H -1.936 -3.225 -4.326 0.1 0.0 0.0
H -0.393 -2.604 -3.699 0.0 -0.1 0.0
H 1.531 -2.024 4.290 0.0 0.0 -0.1
H -0.077 -0.121 5.425 0.0 0.0 -0.1
H -1.150 2.050 4.193 0.0 0.0 0.1
H -2.002 1.520 1.338 -0.1 0.0 -0.1
H -2.860 2.705 2.326 0.0 0.0 0.0
H -1.138 2.897 2.009 -0.1 -0.1 0.0
H -3.459 0.237 3.388 0.0 0.0 0.0
H -2.661 0.173 4.964 0.0 0.0 0.0
H -3.513 1.638 4.459 0.0 0.0 0.0
N 0.237 5.036 0.142 -0.1 0.0 -0.1
C -0.671 5.674 -0.732 0.1 0.1 0.1
C -0.749 7.054 -0.757 0.0 0.1 0.0
C -1.644 7.690 -1.610 0.0 0.0 0.0
C -2.459 6.944 -2.441 0.0 -0.1 0.0
C -2.381 5.555 -2.414 0.0 0.0 0.0
C -1.491 4.928 -1.561 0.0 -0.2 0.0
S -1.410 3.160 -1.536 -0.1 0.2 0.0
N -0.230 2.792 -0.378 0.1 -0.3 0.1
C 0.397 3.690 0.279 0.0 0.1 0.0
C 1.379 3.242 1.317 -0.1 0.0 0.0
C 2.097 4.133 2.101 0.0 0.1 0.1
C 2.975 3.637 3.053 0.0 0.0 0.0
C 3.099 2.269 3.187 0.0 0.0 0.0
C 2.335 1.457 2.359 0.0 0.0 0.0
N 1.494 1.926 1.444 0.1 0.0 0.1
H 0.805 5.644 0.698 0.0 0.0 0.0
H -0.106 7.640 -0.109 0.0 0.0 0.0
H -1.699 8.770 -1.615 0.0 0.0 0.0
H -3.154 7.433 -3.112 0.0 0.0 0.0
H -3.012 4.955 -3.062 0.0 0.1 0.0
H 1.991 5.205 2.009 0.0 0.0 0.0
H 3.545 4.313 3.677 0.0 0.0 0.0
H 3.767 1.830 3.916 0.0 0.0 0.0
H 2.407 0.382 2.441 0.0 0.0 0.0
C -5.048 1.560 -1.775 -0.1 0.0 -0.1
Ge -5.919 0.362 -0.501 0.1 0.0 0.2
C -7.412 1.243 0.389 -0.1 0.1 -0.1
C -6.425 -1.348 -1.279 0.0 0.0 -0.1
C -4.608 0.016 0.933 0.1 0.0 0.0
Se -3.062 -0.983 0.293 0.0 0.2 0.0
C -2.854 -2.240 1.761 0.1 0.0 0.0
H -5.679 1.715 -2.653 0.1 0.0 0.0
H -4.090 1.147 -2.102 -0.1 0.0 0.0
H -4.866 2.528 -1.304 0.0 -0.1 0.0
H -8.224 1.454 -0.309 0.0 0.0 0.0
H -7.083 2.187 0.828 0.0 0.0 0.0
H -7.802 0.608 1.186 0.0 0.0 0.0
H -7.229 -1.218 -2.006 0.0 0.0 0.0
H -6.778 -2.022 -0.495 0.0 0.0 0.0
H -5.572 -1.812 -1.778 -0.1 0.0 0.0
H -5.072 -0.581 1.719 0.0 0.0 0.0
H -4.280 0.958 1.368 0.0 0.0 0.1
H -3.830 -2.670 1.975 0.0 0.0 0.0
H -2.447 -1.747 2.638 0.0 0.0 0.0
H -2.173 -3.020 1.424 0.0 0.0 0.0
S -1.436 0.139 -3.198 -0.6 0.1 -0.5
C -1.051 0.318 -1.761 1.8 -0.5 0.3
```
Positions in Å, forces in eV/Å.

Properties
- Electronic energy: -8458.30900 Eh
- Total charge: +1
- LUMO level (alpha / beta): -3.6 / -3.6 eV

Entry 2:
DFT (ωB97M-V with the def2-TZVPD basis set) results for 7 unconnected molecules or ions with the total composition C36H51F13O13P.

Geometry as XYZ:
```
114
Properties=species:S:1:pos:R:3:forces:R:3
O -0.068 -4.376 0.590 -2.4 1.6 0.0
C -0.124 -3.209 -0.352 0.4 -0.4 -0.1
C 1.016 -2.120 0.099 -0.9 -0.2 0.8
C 0.467 -0.594 0.337 1.2 0.2 0.3
C -0.242 0.102 -0.967 1.2 0.2 -0.1
P -2.140 -0.133 -0.835 0.3 0.5 -0.3
C -3.110 1.460 -0.393 -0.9 0.6 -0.4
C -4.123 1.233 0.918 0.3 1.1 -0.8
C -5.629 0.849 0.370 1.0 2.1 -1.6
F -6.196 2.138 -0.179 1.6 -3.9 1.4
F -5.463 -0.047 -0.789 -1.0 2.0 3.2
C -6.677 0.353 1.523 -0.2 2.8 1.5
F -6.146 0.945 2.811 -1.5 -1.8 -4.1
F -7.961 1.050 1.287 3.8 -3.0 0.8
C -6.768 -1.256 1.773 0.8 -1.3 3.8
F -5.496 -1.988 1.407 -4.3 2.7 0.6
F -6.827 -1.425 3.278 0.1 0.5 -5.0
C -8.128 -2.000 1.239 -1.2 -3.1 2.7
F -9.387 -1.437 1.859 4.6 -1.5 -2.6
F -8.051 -3.386 1.850 0.0 4.5 -2.0
C -8.235 -2.266 -0.364 -0.9 -2.9 -1.9
F -9.047 -3.535 -0.508 2.6 4.4 0.5
F -6.959 -2.554 -1.062 -3.8 1.3 2.7
C -9.030 -1.147 -1.248 -2.4 0.9 -3.9
F -8.311 0.128 -1.470 -2.5 -4.4 1.3
F -9.177 -1.756 -2.626 0.7 2.1 4.8
F -10.458 -0.916 -0.811 5.6 -0.6 -1.2
H -0.945 -4.325 1.111 2.3 -0.3 -1.2
H 0.089 -3.635 -1.437 -0.5 0.9 2.3
H -1.228 -2.823 -0.304 2.0 -0.4 -0.3
H 1.433 -2.496 1.153 -1.0 0.9 -2.6
H 1.918 -2.147 -0.646 -1.8 0.2 1.4
H -0.243 -0.491 1.287 1.5 -0.3 -2.0
H 1.425 0.067 0.599 -2.3 -1.4 -0.5
H 0.193 -0.361 -1.974 -1.3 0.9 2.1
H 0.041 1.262 -0.994 -1.0 -2.4 0.1
H -2.664 -0.686 -2.091 0.4 0.5 1.3
H -2.462 -1.101 0.222 0.4 0.9 -1.1
H -3.753 1.777 -1.344 1.4 -0.7 2.0
H -2.339 2.328 -0.220 -1.4 -1.8 -0.1
H -3.647 0.442 1.637 -1.3 1.5 -1.2
H -4.192 2.312 1.423 0.0 -2.7 -0.9
O 1.383 1.718 1.983 0.4 1.3 0.2
C 2.268 2.547 1.858 -0.8 -0.2 0.0
O 2.232 3.800 2.400 -0.7 -1.4 -0.1
C 3.375 4.533 1.962 0.6 1.2 0.0
C 4.388 3.491 1.566 0.7 0.2 0.0
C 3.522 2.366 1.057 0.5 -0.2 0.1
H 3.081 5.169 1.121 0.1 -0.2 0.5
H 3.739 5.168 2.775 -0.3 -0.2 0.1
H 5.112 3.852 0.831 -0.2 0.0 0.2
H 4.942 3.157 2.451 -0.1 0.1 -0.3
H 3.288 2.480 -0.005 -0.1 -0.1 0.1
H 3.976 1.391 1.252 -0.3 0.0 -0.1
O 3.299 -2.476 1.656 1.5 -0.8 1.1
C 3.763 -3.434 2.252 -0.1 1.0 -0.8
O 5.069 -3.544 2.635 -1.0 0.8 -0.6
C 5.284 -4.833 3.206 0.4 -0.7 0.4
C 3.922 -5.304 3.647 -0.3 -0.3 1.1
C 3.008 -4.673 2.628 -0.1 -0.2 0.6
H 5.721 -5.485 2.442 0.0 0.1 0.0
H 5.980 -4.754 4.046 0.0 0.2 -0.3
H 3.838 -6.393 3.696 0.1 1.0 0.3
H 3.696 -4.902 4.642 0.1 0.1 -0.1
H 2.891 -5.303 1.742 -0.1 0.1 0.0
H 2.035 -4.426 3.060 0.0 0.0 -0.4
O 2.262 4.647 -0.596 -1.5 0.3 -1.6
C 1.192 5.020 -1.047 1.6 -0.1 0.3
O 1.005 5.455 -2.328 0.7 -0.5 1.0
C -0.338 5.913 -2.476 -0.5 0.5 -0.7
C -1.113 5.232 -1.379 -0.8 -0.2 0.2
C -0.091 5.112 -0.277 -0.5 -0.2 0.1
H -0.348 7.003 -2.377 0.1 0.0 0.1
H -0.712 5.643 -3.468 0.5 0.1 0.4
H -2.012 5.780 -1.083 0.1 -0.1 -0.1
H -1.419 4.231 -1.706 0.0 0.2 -0.1
H -0.065 6.005 0.354 0.1 -0.2 0.1
H -0.254 4.216 0.326 0.3 0.3 0.2
O 3.981 -7.740 2.676 -1.7 -1.8 -0.9
C 2.974 -8.255 2.220 1.4 0.3 0.7
O 1.785 -8.341 2.885 1.1 0.4 0.0
C 0.864 -9.098 2.101 -0.8 -0.4 0.0
C 1.376 -9.007 0.688 -0.4 -0.1 -0.8
C 2.869 -8.922 0.882 -0.2 0.2 -0.5
H 0.851 -10.128 2.474 0.0 0.1 0.0
H -0.140 -8.674 2.199 0.3 0.0 0.2
H 1.064 -9.847 0.062 0.0 0.1 0.1
H 1.014 -8.084 0.220 0.0 -0.2 0.1
H 3.329 -9.913 0.940 0.1 0.2 0.0
H 3.341 -8.320 0.103 0.3 -0.2 0.3
O -2.317 4.505 -3.862 -1.0 -0.2 -1.8
C -3.030 4.786 -4.810 1.0 -0.2 0.8
O -2.663 4.647 -6.118 0.2 -0.2 1.3
C -3.694 5.171 -6.953 -0.2 0.2 -0.9
C -4.942 5.140 -6.110 -0.9 0.0 -0.2
C -4.407 5.371 -4.719 -0.5 -0.2 0.0
H -3.420 6.188 -7.252 0.0 -0.1 0.0
H -3.792 4.552 -7.850 0.3 0.1 0.2
H -5.689 5.875 -6.419 0.1 -0.1 0.0
H -5.403 4.146 -6.165 0.1 0.2 0.0
H -4.328 6.436 -4.486 0.0 -0.1 0.1
H -5.007 4.853 -3.967 0.3 0.3 0.1
O 6.894 1.983 2.146 1.2 1.0 -1.4
C 7.716 2.383 1.339 -1.5 -0.9 1.3
O 7.533 3.462 0.523 -0.3 -0.4 0.7
C 8.646 3.573 -0.363 0.3 0.5 -0.6
C 9.770 2.833 0.314 0.9 0.0 -0.1
C 9.043 1.743 1.062 0.5 0.1 0.1
H 8.373 3.125 -1.324 0.0 0.0 0.1
H 8.889 4.628 -0.520 -0.3 -0.1 0.0
H 10.521 2.457 -0.385 -0.1 0.1 0.1
H 10.273 3.496 1.029 -0.1 -0.1 -0.2
H 8.891 0.856 0.442 0.0 0.0 0.2
H 9.557 1.483 1.991 -0.3 -0.2 -0.1
```
Positions in Å, forces in eV/Å.

Properties
- Electronic energy: -4019.52580 Eh
- Total charge: +1
- LUMO level: -3.1 eV